No. 1
C17H13BrN2O5 in the gas phase at a distorted geometry. Source: the OMol25 dataset; level of theory: ωB97M-V/def2-TZVPD.

Structure (XYZ):
```
38
C17H13BrN2O5 (ωB97M-V/def2-TZVPD)
O -1.073 0.267 1.883
C -0.187 -0.041 1.117
N 0.055 -1.297 0.692
C -0.828 -2.398 1.017
C -1.374 -3.050 -0.209
C -1.950 -2.525 -1.328
C -2.255 -3.627 -2.164
C -1.844 -4.735 -1.492
O -1.302 -4.398 -0.308
C 0.829 0.975 0.646
C 2.061 1.092 1.170
C 2.632 0.286 2.210
C 2.122 -0.647 3.084
C 3.200 -1.062 3.894
C 4.287 -0.360 3.466
O 3.956 0.457 2.456
N 0.375 1.885 -0.300
C -0.730 1.698 -1.079
O -1.370 0.666 -1.115
C -1.071 2.862 -1.907
C -2.114 3.034 -2.782
C -1.990 4.336 -3.309
C -0.878 4.858 -2.714
Br -0.059 6.521 -2.897
O -0.310 3.989 -1.868
H 0.752 -1.454 -0.018
H -1.631 -1.969 1.626
H -0.291 -3.150 1.607
H -2.122 -1.486 -1.518
H -2.719 -3.595 -3.129
H -1.879 -5.778 -1.735
H 2.720 1.869 0.801
H 1.106 -0.970 3.156
H 3.169 -1.780 4.688
H 5.309 -0.353 3.789
H 0.897 2.745 -0.406
H -2.869 2.310 -3.005
H -2.623 4.823 -4.021
```

Output
**Relative energy (zero: lowest compared OMol25 entry of this formula, charge and spin)**: 0.9836 eV
**Structure (SMILES)**: O=C(NCc1ccco1)/C(=C\c1ccco1)NC(=O)c1ccc(Br)o1
**Calculated total energy**: -101098.5628 eV

=====

No. 2
C17H13ClFN3O4STi as an isolated structure at a distorted geometry. Source: the OMol25 dataset; level of theory: ωB97M-V/def2-TZVPD.

Structure (XYZ):
```
41
C17H13ClFN3O4STi (ωB97M-V/def2-TZVPD)
Ti 0.684 1.322 0.015
N -0.088 -1.527 -2.695
C -0.281 -2.401 -1.645
C -0.528 -3.767 -1.596
C -0.680 -4.329 -0.345
C -0.552 -3.566 0.824
C -0.296 -2.209 0.791
C -0.186 -1.623 -0.467
N 0.028 -0.308 -0.840
C 0.102 -0.301 -2.185
C 0.451 0.950 -2.820
C 0.708 1.297 -4.121
S 1.213 2.929 -4.223
C 1.058 3.075 -2.534
N 0.645 1.985 -1.928
H -0.092 -1.789 -3.672
H -0.601 -4.357 -2.494
H -0.887 -5.386 -0.260
H -0.664 -4.059 1.776
H -0.159 -1.624 1.691
H 0.635 0.688 -5.000
H 1.263 3.995 -2.009
O 4.268 1.099 0.800
Cl 2.969 1.060 0.402
O 2.729 0.559 -0.910
O 2.306 2.372 0.387
O 2.076 0.309 1.255
F -1.384 -0.980 4.653
C -1.268 -0.120 3.654
C -2.199 -0.164 2.613
C -2.056 0.696 1.545
C -0.999 1.640 1.513
C -0.856 2.590 0.398
C -0.094 1.688 2.612
C -0.231 0.808 3.673
H -3.025 -0.855 2.685
H -2.799 0.706 0.754
H -0.507 3.582 0.716
H -1.752 2.666 -0.228
H 0.633 2.502 2.676
H 0.413 0.849 4.539
```

Output
**Relative energy (zero: lowest compared OMol25 entry of this formula, charge and spin)**: 1.2339 eV
**Total charge**: +2
**Calculated total energy**: -79669.0620 eV

=====

No. 3
C17H13CoIN2O6S2 as an isolated structure. Source: the OMol25 dataset; level of theory: ωB97M-V/def2-TZVPD.

Structure (XYZ):
```
42
C17H13CoIN2O6S2 (ωB97M-V/def2-TZVPD)
Co 0.030 -0.983 -0.475
O 3.620 -1.897 1.666
C 2.458 -1.800 1.069
O 2.072 -0.810 0.465
C 1.580 -3.004 1.141
C 1.763 -4.184 1.837
C 0.754 -5.143 1.744
C -0.377 -4.909 0.972
C -0.463 -3.701 0.292
N 0.495 -2.797 0.402
C -1.588 -3.207 -0.602
O -2.678 -3.723 -0.614
O -1.238 -2.158 -1.300
H 4.114 -1.066 1.561
H 2.652 -4.350 2.426
H 0.855 -6.076 2.280
H -1.177 -5.630 0.886
S -1.408 -0.322 1.281
C -2.508 0.502 0.224
N -3.202 -0.062 -0.727
C -3.986 0.808 -1.602
C -3.856 2.244 -1.063
S -2.706 2.192 0.352
H -3.102 -1.052 -0.932
H -5.021 0.467 -1.603
H -3.588 0.723 -2.614
H -4.809 2.638 -0.720
H -3.437 2.915 -1.809
I 4.229 5.417 1.741
C 2.923 4.225 0.647
C 2.356 3.104 1.242
C 1.503 2.299 0.507
C 1.194 2.626 -0.809
C 1.746 3.767 -1.387
C 2.622 4.558 -0.668
C 0.240 1.837 -1.629
O -0.439 2.288 -2.511
O 0.199 0.504 -1.387
H 2.574 2.867 2.273
H 1.054 1.437 0.975
H 1.485 4.024 -2.405
H 3.062 5.432 -1.125
```

Output
**Relative energy (zero: lowest compared OMol25 entry of this formula, charge and spin)**: 0.2184 eV
**Spin multiplicity**: 5
**Total charge**: +1
**Calculated total energy**: -100498.8709 eV

=====

No. 4
C17H13MnN2O2SbSe4 as an isolated structure. Source: the OMol25 dataset; level of theory: ωB97M-V/def2-TZVPD.

Structure (XYZ):
```
40
C17H13MnN2O2SbSe4 (ωB97M-V/def2-TZVPD)
Mn 1.304 -1.787 -0.411
C 1.613 -3.356 2.554
O 1.133 -2.151 1.937
C -0.013 -1.611 2.439
C -0.597 -2.013 3.631
C -1.747 -1.378 4.079
C -2.315 -0.351 3.343
C -1.736 0.043 2.147
C -0.587 -0.580 1.683
N 0.061 -0.254 0.464
N -0.297 0.854 -0.030
C 0.255 1.364 -1.155
C 1.427 0.860 -1.793
O 2.054 -0.190 -1.443
C 1.965 1.613 -2.899
C 1.383 2.742 -3.345
C 0.203 3.275 -2.730
C -0.388 4.460 -3.201
C -1.510 4.974 -2.602
C -2.071 4.300 -1.510
C -1.512 3.136 -1.038
C -0.357 2.594 -1.632
H 0.835 -4.119 2.550
H 1.956 -3.141 3.568
H 2.436 -3.700 1.938
H -0.165 -2.819 4.205
H -2.200 -1.699 5.008
H -3.216 0.136 3.692
H -2.172 0.831 1.550
H 2.854 1.203 -3.359
H 1.805 3.274 -4.190
H 0.063 4.962 -4.050
H -1.960 5.888 -2.969
H -2.958 4.697 -1.031
H -1.958 2.623 -0.199
Se 1.160 -6.590 0.897
Sb 1.271 -5.233 -1.077
Se 3.042 -3.379 -0.808
Se -0.449 -3.321 -0.937
Se 1.386 -6.156 -3.272
```

Output
**Spin multiplicity**: 5
**Total charge**: -1
**Calculated total energy**: -324162.9553 eV

=====

No. 5
C17H13N2O4PPtSe2 as an isolated structure. Source: the OMol25 dataset; level of theory: ωB97M-V/def2-TZVPD.

Structure (XYZ):
```
40
C17H13N2O4PPtSe2 (ωB97M-V/def2-TZVPD)
Pt -1.123 -0.270 -1.489
Se 1.213 -0.770 -1.883
P 1.333 -0.928 0.292
Se -0.828 -1.272 0.634
C 2.352 -2.339 0.774
C 1.806 -3.586 0.456
C 2.509 -4.745 0.729
C 3.768 -4.674 1.310
C 4.329 -3.441 1.599
C 3.628 -2.273 1.330
C 1.813 0.614 1.107
C 2.605 0.688 2.250
C 2.895 1.922 2.817
C 2.395 3.084 2.254
C 1.585 3.013 1.128
C 1.291 1.788 0.558
H 0.825 -3.639 0.000
H 2.075 -5.705 0.484
H 4.318 -5.581 1.524
H 5.321 -3.381 2.026
H 4.112 -1.325 1.508
H 2.958 -0.204 2.746
H 3.506 1.968 3.708
H 2.627 4.044 2.697
H 1.182 3.916 0.688
H 0.668 1.741 -0.326
O -5.202 3.341 -3.522
C -5.686 2.653 -2.506
O -6.804 2.797 -2.081
C -4.778 1.646 -1.874
C -5.162 0.835 -0.829
N -4.117 0.043 -0.525
N -3.075 0.314 -1.314
C -3.451 1.268 -2.146
C -2.433 1.673 -3.166
O -2.714 2.569 -3.958
O -1.330 1.025 -3.118
H -4.261 3.082 -3.746
H -6.106 0.777 -0.316
H -4.044 -0.671 0.179
```

Output
**Calculated total energy**: -172241.3542 eV

=====

No. 6
C17H14Br2O2Pt as an isolated structure at a distorted geometry. Source: the OMol25 dataset; level of theory: ωB97M-V/def2-TZVPD.

Structure (XYZ):
```
36
C17H14Br2O2Pt (ωB97M-V/def2-TZVPD)
C -0.998 -1.267 -3.456
C -1.047 -2.255 -2.462
C -1.760 -1.721 -1.361
H -0.587 -3.225 -2.501
C -2.165 -0.415 -1.692
C -1.668 -0.114 -2.968
H -1.787 0.823 -3.484
H -0.523 -1.361 -4.416
H -1.920 -2.208 -0.418
H -2.700 0.257 -1.050
Pt 0.177 -0.508 -1.636
Br 0.984 -2.352 -0.056
C 2.145 0.635 -1.282
C 1.324 1.403 -2.145
C 1.162 0.677 -3.333
H 0.871 2.347 -1.905
C 1.868 -0.548 -3.205
C 2.499 -0.549 -1.952
H 3.093 -1.345 -1.548
H 2.407 0.888 -0.272
H 0.592 0.990 -4.190
H 1.923 -1.335 -3.937
Br 1.585 2.462 1.720
C 0.541 1.525 3.017
C 0.790 1.861 4.355
C 0.057 1.276 5.384
C -0.947 0.359 5.087
C -1.213 0.018 3.759
C -0.470 0.580 2.696
C -0.781 0.121 1.308
O -1.897 -0.532 1.126
O 0.136 0.199 0.345
H 1.559 2.583 4.600
H 0.262 1.538 6.414
H -1.518 -0.094 5.886
H -1.992 -0.709 3.571
```

Output
**Relative energy (zero: lowest compared OMol25 entry of this formula, charge and spin)**: 0.0000 eV
**Spin multiplicity**: 5
**Calculated total energy**: -165276.9877 eV